A molecular structure, C18H23BeCl4GaKLiNNaO6, computed with ωB97M-V with the def2-TZVPD basis set.

Properties
**E_tot**: -5755.51155 hartree
**Orbital gap**: 4.2 eV
**HOMO**: -6.14 eV
**Largest force on an atom**: 4.6 eV Å⁻¹

Cartesian coordinates (Å):
C1 -0.640 -4.031 1.619
H1 5.290 -1.099 -3.457
O1 -4.774 -4.004 2.061
O2 -0.620 -6.149 2.616
Cl1 -1.354 -3.503 -1.417
C2 5.670 -0.115 -3.693
O3 0.710 -4.093 1.502
H2 -4.328 5.366 -0.074
H3 -0.836 -2.111 0.713
H4 1.075 -1.074 0.748
H5 -5.024 -3.147 1.663
C3 -3.664 4.532 0.163
H6 -1.423 3.135 -2.272
C4 -1.644 0.975 -0.109
C5 -1.298 -5.158 2.225
N1 8.267 -0.200 -3.867
C6 -1.326 -2.958 1.169
C7 -2.785 -2.908 1.292
Cl2 3.197 2.366 -2.251
C8 -2.744 -5.129 2.374
C9 2.432 2.504 0.131
Cl3 2.688 -1.512 -3.193
H7 -1.427 1.500 0.839
H8 3.246 -0.345 1.725
C10 2.666 0.339 1.115
H9 5.244 0.215 -4.639
O4 -0.462 0.368 -0.692
C11 -2.238 5.077 -0.060
C12 1.192 2.091 -0.391
H10 2.939 -1.258 -1.563
H11 -3.169 1.314 -2.683
C13 -3.454 -4.079 1.942
H12 -3.219 -5.981 2.845
H13 0.958 -4.954 1.869
K1 -0.547 -7.915 3.583
H14 -4.696 3.657 -1.503
Cl4 -1.075 4.277 1.071
C14 3.171 1.618 0.895
Ga1 -2.525 2.216 -1.527
Be1 2.720 -5.641 3.251
H15 4.134 1.895 1.308
C15 1.465 -0.076 0.601
O5 3.864 -1.126 -1.831
H16 -4.643 2.635 -0.039
H17 -2.341 0.150 0.047
H18 -3.747 4.251 1.225
H19 2.804 3.481 -0.080
Na1 2.696 4.874 0.810
C16 7.126 -0.162 -3.793
H20 -1.894 5.039 -1.089
H21 0.625 2.782 -0.998
H22 5.372 0.580 -2.910
C17 -4.069 3.302 -0.687
Li1 -2.560 3.225 2.444
H23 -2.254 6.129 0.232
O6 -3.478 -1.990 0.913
C18 0.707 0.828 -0.170